Formula: C5H9N
Source: OMol25
Level of theory: wB97M-V/def2-TZVPD

The energy above the lowest of the compared OMol25 structures with the same formula, charge and spin comes out at 479.5 kJ/mol. As for the total energy: -250.4843 Ha. Its HOMO-LUMO gap is 9.63 eV.

Geometry as ORCA input:
```
! wB97M-V def2-TZVPD RIJCOSX def2/J DEFGRID3
* xyz 0 1
C 1.35449 -0.05996 -0.10325
C 0.39959 1.27226 -0.10986
C -0.93603 0.69745 0.23306
N -2.14238 -0.03885 -0.15938
C -0.93802 -0.61805 -0.39094
C 0.38763 -1.25856 0.22304
H 1.64415 -0.18698 -1.20330
H 2.36302 -0.00965 0.58213
H 0.84685 2.06597 0.47117
H 0.40634 1.62960 -1.05912
H -0.81993 0.61982 1.37247
H -2.71595 -0.02266 0.65543
H -0.77436 -0.52865 -1.46446
H 0.65895 -2.18937 -0.30707
H 0.26563 -1.37237 1.26010
*
```

---

Formula: C5H9N
Source: OMol25
Level of theory: wB97M-V/def2-TZVPD

The energy above the lowest of the compared OMol25 structures with the same formula, charge and spin comes out at 344.3 kJ/mol. As for the total energy: -250.2374 Ha. Its HOMO-LUMO gap (spin up / spin down) is 7.40 / 9.44 eV.

Geometry as ORCA input:
```
! wB97M-V def2-TZVPD RIJCOSX def2/J DEFGRID3
* xyz 1 2
C -0.04661 1.63772 0.71456
N -0.38923 -0.69272 -2.20211
C -0.58583 -0.06433 -1.08270
C 0.39519 0.55244 -0.28092
C -0.03118 -1.09859 1.62549
C -0.03668 -0.91151 0.25834
H 0.26507 2.59876 0.33148
H 0.43195 1.44880 1.66455
H -1.12537 1.66357 0.80951
H 0.15482 -0.27498 -2.94784
H -0.99493 -1.48724 -2.41307
H 1.45771 0.68935 -0.47550
H -0.88664 -0.84672 2.25403
H 0.86707 -1.53785 2.03327
H 0.52467 -1.67670 -0.28910
*
```

---

Formula: C5H9N
Source: OMol25
Level of theory: wB97M-V/def2-TZVPD

The energy above the lowest of the compared OMol25 structures with the same formula, charge and spin comes out at 187.0 kJ/mol. As for the total energy: -250.2974 Ha. Its HOMO-LUMO gap (spin up / spin down) is 10.08 / 7.06 eV.

Geometry as ORCA input:
```
! wB97M-V def2-TZVPD RIJCOSX def2/J DEFGRID3
* xyz 1 2
C -1.83428 0.37822 1.38211
N -0.67080 0.85798 0.54867
C 0.31847 0.00235 0.06036
C 0.58617 -1.09071 0.75097
C 1.79324 -0.24947 -1.98177
C 0.84057 0.41836 -1.23269
H -2.22183 -0.60279 1.11510
H -2.57730 1.16312 1.40170
H -1.54212 0.31318 2.42764
H -0.62599 1.63404 -0.20765
H -0.10080 -1.12340 1.60511
H 1.32930 -1.89286 0.57768
H 2.02373 0.13563 -3.03687
H 2.10993 -1.33044 -1.81771
H 0.57171 1.38680 -1.59264
*
```

---

Formula: C5H9N2
Source: OMol25
Level of theory: wB97M-V/def2-TZVPD

The energy above the lowest of the compared OMol25 structures with the same formula, charge and spin comes out at 729.2 kJ/mol. As for the total energy: -304.9523 Ha. Its HOMO-LUMO gap (spin up / spin down) is 6.57 / 8.78 eV.

Geometry as ORCA input:
```
! wB97M-V def2-TZVPD RIJCOSX def2/J DEFGRID3
* xyz 1 1
C 3.03786 0.85919 0.01556
C 2.57557 -0.34596 0.18777
C 0.32899 0.21976 -0.17812
C -1.76227 -1.08205 -0.00516
C -1.60826 1.40387 -0.08434
N 1.27296 -0.78606 -0.02231
N -0.96198 0.18207 -0.11343
H 3.68241 1.67155 -0.12631
H 3.28575 -1.26471 0.47328
H -1.30883 -1.76060 0.72186
H -2.69562 -0.89577 0.42907
H -1.75005 -1.70454 -0.91660
H -0.93558 2.32542 -0.30404
H -2.33690 1.51579 -0.92647
H -2.01390 1.50132 0.84951
H 1.18984 -1.83928 -0.00028
*
```

---

Formula: C5H9N2
Source: OMol25
Level of theory: wB97M-V/def2-TZVPD

The energy above the lowest of the compared OMol25 structures with the same formula, charge and spin comes out at 583.9 kJ/mol. As for the total energy: -305.0076 Ha. Its HOMO-LUMO gap (spin up / spin down) is 7.62 / 7.55 eV.

Geometry as ORCA input:
```
! wB97M-V def2-TZVPD RIJCOSX def2/J DEFGRID3
* xyz 1 1
C 1.57139 0.72726 -0.04480
C -1.48497 0.68581 1.48494
C -1.73132 -0.47800 0.94292
C 0.34977 -0.40926 -1.55576
C 0.40388 -1.10358 -0.17058
N 0.89257 0.82711 -1.17995
N 1.34560 -0.48729 0.49808
H 2.36528 1.44666 0.12060
H -2.28945 1.15525 2.14484
H -0.62411 1.26651 1.52101
H -2.49583 -1.12475 0.72768
H 1.13789 -0.81398 -2.19833
H -0.65489 -0.42669 -2.18091
H 0.26405 -2.12671 0.12288
H 0.93863 1.49973 -1.83873
H 1.72472 -0.89097 1.37586
*
```

---

Formula: C5H9N2
Source: OMol25
Level of theory: wB97M-V/def2-TZVPD

The energy above the lowest of the compared OMol25 structures with the same formula, charge and spin comes out at 512.4 kJ/mol. As for the total energy: -305.0349 Ha. Its HOMO-LUMO gap is 9.90 eV.

Geometry as ORCA input:
```
! wB97M-V def2-TZVPD RIJCOSX def2/J DEFGRID3
* xyz 1 1
H 2.33063 1.03884 -1.39900
N 1.50705 0.82832 -0.99124
C 1.48565 0.02098 -0.03086
C 2.46626 -0.81238 0.71351
C 0.05831 -0.30487 0.31833
N -1.01632 -0.92838 -0.12915
C -1.74873 -1.38862 -1.22253
C -1.05802 -0.42475 1.23999
H 2.50081 -1.89131 0.36901
H 3.50627 -0.60491 0.43010
H 2.19851 -0.64127 1.80491
H -2.60924 -0.83615 -1.46403
H -1.78584 -2.47532 -0.98640
H -1.12395 -1.20376 -2.12834
H -1.26728 -1.11724 2.07043
H -1.51786 0.46680 1.46340
*
```